Computed, not measured: a single C6H10O molecule, with the ωB97M-V functional and the def2-TZVPD basis.

Each line ends with the Mulliken charge.
CARTESIAN COORDINATES (ANGSTROEM)
C1 1.899 0.326 -0.319  -1.49
C2 0.634 -0.519 -0.130  0.20
C3 0.013 -0.478 1.297  -0.51
C4 -1.409 0.049 1.169  -0.55
O1 -1.531 -1.235 -0.495  -0.52
C5 -1.261 0.979 -0.052  -0.47
C6 -0.641 -0.120 -0.886  -0.13
H1 2.721 -0.115 0.261  0.39
H2 1.780 1.356 0.039  0.31
H3 2.236 0.367 -1.362  0.36
H4 0.864 -1.549 -0.424  0.35
H5 0.512 0.250 1.955  0.42
H6 0.040 -1.448 1.800  0.29
H7 -2.469 -1.020 -0.611  0.35
H8 -2.190 1.380 -0.477  0.25
H9 -0.613 1.829 0.213  0.29
H10 -0.586 -0.052 -1.978  0.46

Output
Frontier orbital gap ... 8.751 eV
LUMO level ... 0.761 eV
Energy above the lowest of the compared OMol25 structures with the same formula, charge and spin ... 352.68 kJ/mol